This record from the OMol25 dataset describes a 3-piece molecular cluster, C8H23B3ClO7PS2 overall at a distorted geometry. The level of theory is the ωB97M-V functional and the def2-TZVPD basis.

Geometry as XYZ:
```
45
Properties=species:S:1:pos:R:3:forces:R:3
O 5.86701 2.05974 -3.41373 -0.1 -0.1 0.1
P 4.70228 2.99989 -2.80248 0.0 0.1 0.3
O 4.51731 4.14672 -3.91447 0.1 -0.3 -0.2
S 5.05548 3.62506 -1.02744 0.1 0.0 -0.1
B 2.98135 2.09079 -2.83794 0.0 -0.8 -0.6
O 2.06539 2.30216 -3.84073 -0.1 0.8 0.3
B 0.74324 2.40235 -3.40050 -0.1 -0.7 -0.3
S -0.38130 3.62798 -4.09697 0.2 0.1 -0.1
O 0.36141 1.56634 -2.35594 0.0 1.0 0.5
B 1.32467 1.52307 -1.36487 0.0 -0.8 -0.5
Cl 0.94335 1.85520 0.29295 -0.1 -0.1 0.2
O 2.63339 1.29880 -1.76545 0.1 0.9 0.4
H 5.54186 1.25102 -3.82683 0.1 0.0 -0.1
H 5.35326 4.60074 -4.09687 -0.1 0.1 0.1
H -1.06028 3.75950 -2.94925 -0.2 -0.2 -0.1
C 0.64390 -1.63906 0.11962 0.0 -0.1 0.1
C 1.87324 -1.60558 1.01275 0.0 0.0 -0.1
O 1.60121 -1.90625 2.36950 0.0 0.0 0.0
C 1.04169 -3.18099 2.62794 0.0 0.0 0.0
C 1.91022 -4.34473 2.18238 0.0 0.0 0.0
H -0.12315 -0.95831 0.49065 0.0 0.0 0.0
H 0.90790 -1.34829 -0.90000 0.0 0.0 0.0
H 0.21230 -2.63996 0.07240 0.0 0.0 -0.1
H 2.29805 -0.60251 1.03201 0.0 0.0 0.0
H 2.64864 -2.27004 0.61375 0.0 0.0 0.0
H 0.04140 -3.26240 2.18585 0.0 0.0 0.0
H 0.91158 -3.21111 3.70986 0.0 0.0 0.0
H 2.04965 -4.36340 1.10072 0.0 0.0 0.0
H 1.44134 -5.28626 2.47098 0.0 0.0 0.0
H 2.89400 -4.28850 2.64981 0.0 0.0 0.0
C -2.38895 0.47811 2.02366 0.0 0.0 -0.1
C -3.77482 1.08704 2.14056 0.0 0.0 0.1
O -4.44018 1.25163 0.90022 0.0 0.0 0.0
C -4.66009 0.07013 0.15152 0.0 0.0 -0.1
C -5.50313 -0.97277 0.86501 0.0 0.0 0.1
H -1.76516 1.07602 1.35805 0.0 0.0 0.0
H -1.91253 0.43740 3.00394 0.0 0.0 0.0
H -2.42130 -0.53980 1.63146 0.0 0.0 0.1
H -3.70354 2.09410 2.55176 0.0 0.0 0.0
H -4.38964 0.50335 2.83554 0.0 0.0 0.0
H -3.70722 -0.36715 -0.17000 0.0 0.0 0.0
H -5.17347 0.40563 -0.74986 0.0 0.0 0.0
H -5.01511 -1.35077 1.76423 0.0 0.0 0.0
H -5.67755 -1.82152 0.20248 0.0 0.0 0.0
H -6.46769 -0.55337 1.15375 0.0 0.0 0.0
```
Forces are in eV/Å.

For the largest force on an atom, the calculation gives 1.2 eV Å⁻¹. For the HOMO-LUMO gap, the calculation gives 9.02 eV. Its LUMO energy is -0.132 eV. Its structure (SMILES) is OP(O)(=S)B1OB(S)OB(Cl)O1.CCOCC.CCOCC. The HOMO energy is -9.15 eV.